The following is a quantum chemistry calculation of a molecular structure, C42H37HfN7O6PS, from the OMol25 dataset.

Structure (XYZ):
```
95
Properties=species:S:1:pos:R:3:forces:R:3:lowdin_charge:R:1
Hf -0.2510 -0.0883 -0.3186 0.27 -0.16 -0.27 1.445
N 2.2731 1.1871 3.1950 0.05 0.11 0.02 0.084
C 1.3670 1.1459 2.1948 0.00 -0.03 0.04 -0.845
S 0.3155 -0.2646 2.1935 -0.14 0.19 -0.11 0.622
N 1.3830 2.1232 1.3272 0.02 -0.20 0.15 -0.030
N 0.4321 1.9589 0.3371 -0.12 0.16 -0.40 -0.161
C 0.1671 3.0184 -0.3560 0.08 -0.03 0.22 -0.046
C -0.8680 3.1443 -1.3484 -0.16 -0.01 -0.15 -0.150
C -0.9289 4.3290 -2.0965 -0.11 -0.06 -0.05 -0.034
C -1.9529 4.5480 -2.9911 0.10 0.07 0.04 -0.087
C -2.9588 3.5933 -3.1257 -0.10 -0.09 0.00 -0.062
C -2.9414 2.4265 -2.3872 0.10 0.11 0.03 0.000
C -1.8863 2.1772 -1.5047 0.08 0.23 -0.01 -0.329
O -1.8560 1.0541 -0.8055 0.12 -0.31 0.01 -0.271
H 2.1848 0.5402 3.9576 0.01 -0.02 0.00 0.085
H 2.7647 2.0513 3.3551 0.00 -0.01 0.00 0.106
H 0.7487 3.9104 -0.1232 -0.03 -0.02 0.03 0.137
H -0.1592 5.0771 -1.9554 0.04 0.03 0.00 0.118
H -1.9902 5.4616 -3.5659 0.01 0.03 -0.02 0.108
H -3.7782 3.7721 -3.8104 -0.01 0.01 0.00 0.112
H -3.7397 1.7006 -2.4641 0.00 -0.04 0.01 0.117
O 4.6487 -3.7535 -0.1550 0.02 -0.03 0.03 0.143
C 5.0855 -2.5035 -0.1872 -0.03 -0.04 -0.43 -0.494
O 6.2539 -2.2240 -0.1934 0.03 0.03 0.18 0.122
C 4.0609 -1.4222 -0.2948 0.07 0.23 0.15 -0.025
C 4.3875 -0.0760 -0.3128 -0.10 -0.17 0.00 0.036
N 3.2425 0.6130 -0.4227 -0.05 -0.21 -0.01 0.057
N 2.1823 -0.1996 -0.4731 -0.20 0.10 0.28 -0.003
C 2.6597 -1.4334 -0.3823 0.14 0.03 -0.14 -0.132
C 1.6406 -2.5181 -0.3659 0.09 -0.16 -0.02 -0.526
O 1.9452 -3.6863 -0.1972 0.02 0.10 -0.17 0.103
O 0.4395 -2.0745 -0.5491 -0.31 -0.09 -0.04 -0.235
H 3.6647 -3.8167 -0.1956 -0.03 0.02 0.15 0.071
H 5.3478 0.4035 -0.2482 0.06 0.00 0.00 0.148
H 3.0956 1.6047 -0.3135 -0.03 0.06 0.04 0.150
C 0.9954 -0.9963 -6.9095 0.06 0.03 -0.06 0.025
N 0.3243 -1.1126 -5.6269 -0.08 0.00 0.24 -0.047
N 0.4800 -0.1244 -4.6721 -0.06 -0.25 0.13 0.068
C 0.2178 -0.6589 -3.4438 0.15 0.07 -0.21 -0.353
O 0.1599 0.0912 -2.4193 -0.24 0.01 0.35 -0.122
C 0.0040 -2.0409 -3.6246 0.03 0.00 -0.15 0.073
C 0.0964 -2.2776 -4.9738 0.01 0.13 0.10 -0.239
C 0.0204 -3.5625 -5.7094 -0.03 -0.08 -0.02 0.008
C 0.4576 1.2600 -5.0079 0.06 0.09 0.00 -0.207
C -0.5654 1.7610 -5.7989 0.06 0.07 0.05 -0.011
C -0.5572 3.1067 -6.1304 -0.04 -0.03 -0.02 -0.064
C 0.4496 3.9350 -5.6588 0.01 0.03 0.00 -0.073
C 1.4572 3.4243 -4.8540 0.01 -0.03 0.03 -0.063
C 1.4713 2.0772 -4.5283 -0.10 -0.03 -0.08 -0.001
H 1.1094 0.0572 -7.1480 -0.01 -0.02 -0.04 0.093
H 0.3768 -1.4618 -7.6730 0.04 -0.02 -0.01 0.103
H 1.9770 -1.4721 -6.8776 0.00 0.03 -0.04 0.107
H -0.2222 -2.7546 -2.8544 -0.02 -0.02 0.04 0.118
H -0.2634 -4.3583 -5.0259 0.00 -0.01 0.00 0.094
H 0.9857 -3.8167 -6.1498 0.01 -0.01 -0.02 0.096
H -0.7165 -3.5124 -6.5107 -0.01 0.00 -0.03 0.096
H -1.3527 1.1057 -6.1461 -0.03 -0.04 -0.02 0.123
H -1.3449 3.5085 -6.7523 -0.02 0.02 -0.01 0.113
H 0.4484 4.9838 -5.9205 0.00 0.03 -0.01 0.113
H 2.2426 4.0729 -4.4915 0.02 0.01 0.01 0.111
H 2.2562 1.6509 -3.9197 0.04 -0.02 0.03 0.121
C -1.5838 -5.3021 2.8836 0.00 -0.01 0.02 -0.068
C -1.0164 -5.2423 1.6183 0.02 -0.05 0.04 -0.060
C -1.3199 -4.1942 0.7692 0.02 0.06 -0.06 -0.108
C -2.2015 -3.1917 1.1759 -0.11 0.01 0.03 -0.352
C -2.7717 -3.2602 2.4457 -0.04 0.04 -0.03 -0.074
C -2.4607 -4.3115 3.2945 -0.01 -0.02 0.02 -0.068
P -2.5118 -1.7538 0.1089 0.45 0.17 0.28 1.056
C -3.9339 -0.9049 0.8315 -0.06 0.00 -0.12 -0.373
C -5.2399 -1.2056 0.4551 0.02 -0.04 -0.01 -0.067
C -6.3024 -0.5439 1.0488 -0.04 0.01 0.01 -0.067
C -6.0672 0.4186 2.0194 0.02 0.01 0.01 -0.068
C -4.7661 0.7233 2.3950 -0.05 0.03 0.02 -0.065
C -3.7016 0.0686 1.7987 0.08 0.06 0.04 -0.108
C -3.0842 -2.3923 -1.4910 -0.04 -0.20 0.08 -0.355
C -3.5515 -3.6980 -1.6416 0.06 0.05 -0.01 -0.073
C -4.0084 -4.1357 -2.8755 0.01 0.01 0.00 -0.062
C -4.0118 -3.2726 -3.9623 -0.01 -0.03 -0.04 -0.072
C -3.5512 -1.9729 -3.8158 -0.01 0.04 -0.06 -0.077
C -3.0832 -1.5349 -2.5878 -0.02 0.07 -0.01 -0.104
H -1.3422 -6.1209 3.5471 0.01 -0.02 0.02 0.109
H -0.3236 -6.0066 1.2937 0.01 -0.02 -0.01 0.113
H -0.8545 -4.1530 -0.2045 0.01 0.01 -0.03 0.095
H -3.4649 -2.4983 2.7773 0.01 0.01 -0.01 0.101
H -2.9101 -4.3536 4.2773 0.00 -0.01 0.02 0.109
H -5.4338 -1.9557 -0.3013 0.03 -0.01 -0.01 0.106
H -7.3148 -0.7828 0.7530 -0.02 0.00 0.00 0.109
H -6.8978 0.9336 2.4818 -0.02 0.02 0.01 0.108
H -4.5779 1.4756 3.1487 -0.01 0.02 0.02 0.110
H -2.6871 0.3186 2.0941 -0.03 -0.03 -0.03 0.074
H -3.5566 -4.3734 -0.7966 0.00 0.00 0.03 0.110
H -4.3706 -5.1488 -2.9827 -0.01 -0.02 -0.01 0.111
H -4.3814 -3.6126 -4.9207 0.00 -0.01 -0.02 0.108
H -3.5584 -1.2955 -4.6607 0.00 0.01 -0.01 0.107
H -2.7266 -0.5172 -2.4789 0.00 0.01 0.02 0.080
```
Forces are in eV/Å.

The calculated total energy comes out at -88303.372 eV. The relative energy (zero: lowest compared OMol25 entry of this formula, charge and spin) comes out at 4.1 kcal/mol. The LUMO energy is -0.0954 Ha. The value obtained for the HOMO-LUMO gap is 8.081 eV. As for the net charge: +1.